# 1
{
  "formula": "IO8V4",
  "method": "ωB97M-V/def2-TZVPD",
  "species": ["O", "V", "O", "O", "V", "O", "O", "V", "O", "O", "V", "O", "I"],
  "coordinates": [[-10.5222, 15.0302, 2.4725], [-10.9696, 15.9210, 3.6043], [-9.6846, 16.1294, 4.5915], [-9.7581, 17.3982, 6.7455], [-9.0187, 18.6740, 7.6745], [-9.8428, 19.8903, 7.2117], [-8.2325, 15.9207, 11.5925], [-7.3252, 16.9482, 10.8041], [-8.1017, 17.7687, 9.5810], [-8.9902, 25.0239, 7.3484], [-8.7226, 23.5186, 7.0935], [-10.0402, 22.7354, 7.5029], [-6.3733, 18.8092, 6.9259]],
  "s2": 0.75,
  "e_lumo_ev": [-17.85, -17.89],
  "multiplicity": 2,
  "charge": 4,
  "e_homo_ev": [-23.40, -23.39],
  "fmax_ha_per_bohr": 0.150,
  "gap_ev": [5.547, 5.502]
}

***

# 2
{
  "formula": "C54H112O6S2",
  "method": "ωB97M-V/def2-TZVPD",
  "species": ["C", "C", "O", "S", "C", "O", "O", "H", "H", "H", "H", "H", "H", "H", "H", "C", "C", "O", "S", "C", "O", "O", "H", "H", "H", "H", "H", "H", "H", "H", "C", "C", "C", "C", "C", "C", "H", "H", "H", "H", "H", "H", "C", "C", "C", "C", "C", "C", "H", "H", "H", "H", "H", "H", "C", "C", "C", "C", "C", "C", "H", "H", "H", "H", "H", "H", "H", "H", "H", "H", "H", "H", "H", "H", "C", "C", "C", "C", "C", "C", "H", "H", "H", "H", "H", "H", "H", "H", "H", "H", "H", "H", "H", "H", "C", "C", "C", "C", "C", "C", "H", "H", "H", "H", "H", "H", "H", "H", "H", "H", "H", "H", "H", "H", "C", "C", "C", "C", "C", "C", "H", "H", "H", "H", "H", "H", "H", "H", "H", "H", "H", "H", "H", "H", "C", "C", "C", "C", "C", "C", "H", "H", "H", "H", "H", "H", "H", "H", "H", "H", "H", "H", "H", "H", "C", "C", "C", "C", "C", "C", "H", "H", "H", "H", "H", "H", "H", "H", "H", "H", "H", "H", "H", "H"],
  "coordinates": [[-0.4776, 4.2846, -9.8854], [-1.0493, 4.9841, -8.6531], [-1.7100, 4.0343, -7.8003], [-1.7994, 4.4692, -6.2175], [-2.5342, 2.9224, -5.4787], [-0.3665, 4.6795, -5.8136], [-2.8293, 5.5340, -6.1342], [-0.2861, 4.9402, -10.7348], [-1.1705, 3.5600, -10.3132], [0.5129, 3.8793, -9.6786], [-0.2523, 5.5636, -8.1872], [-1.8236, 5.6807, -8.9747], [-3.5377, 2.6433, -5.7999], [-2.7023, 3.1360, -4.4231], [-1.8441, 2.0845, -5.5784], [-2.3483, -9.0856, 2.9226], [-3.2756, -9.0592, 1.7133], [-3.3832, -7.7539, 1.1671], [-4.5288, -7.4017, -0.0642], [-3.8584, -8.4964, -1.3903], [-5.7995, -7.9246, 0.3832], [-4.4685, -5.9748, -0.3796], [-2.6318, -8.5454, 3.8258], [-1.3158, -8.8034, 2.7165], [-2.3080, -10.0766, 3.3747], [-2.9304, -9.7925, 0.9845], [-4.2219, -9.5042, 2.0207], [-4.1706, -9.5290, -1.2341], [-2.7771, -8.3604, -1.3693], [-4.2125, -8.2240, -2.3845], [1.7001, -1.7960, 0.4081], [1.1307, -0.5698, -0.0113], [-0.1187, -0.5612, -0.7038], [-0.8958, -1.7616, -0.7752], [-0.3569, -2.9293, -0.2237], [0.9345, -2.9765, 0.4129], [2.7085, -1.6742, 0.7751], [1.6822, 0.3585, 0.0097], [-0.4401, 0.3740, -1.1380], [-1.8672, -1.7485, -1.2470], [-0.9722, -3.8137, -0.2988], [1.2607, -3.8454, 0.9652], [4.7694, -4.4696, 5.4682], [5.1446, -5.7445, 5.3837], [5.6530, -6.3109, 4.2720], [5.8337, -5.4774, 3.1676], [5.5124, -4.0995, 3.2033], [4.8792, -3.6740, 4.3279], [4.1646, -4.1792, 6.3145], [4.8662, -6.4149, 6.1834], [5.8775, -7.3672, 4.2541], [6.1569, -5.8940, 2.2250], [5.7101, -3.3622, 2.4393], [4.5377, -2.6494, 4.3244], [2.6208, -9.8301, 1.2508], [2.4674, -11.2151, 1.7704], [2.8344, -12.2242, 0.6484], [3.0692, -13.5635, 1.3058], [3.4780, -14.7329, 0.3858], [3.8655, -15.9898, 1.2597], [3.6487, -9.5459, 1.4761], [2.0449, -9.1349, 1.8616], [2.2860, -9.8373, 0.2135], [3.1817, -11.3182, 2.5873], [1.4494, -11.4352, 2.0920], [3.7168, -11.8870, 0.1046], [2.0848, -12.2789, -0.1411], [3.7252, -13.5237, 2.1754], [2.1263, -13.7235, 1.8288], [2.5876, -14.8772, -0.2260], [4.3325, -14.6488, -0.2856], [2.9847, -16.6298, 1.3118], [4.6936, -16.5370, 0.8092], [4.1611, -15.6805, 2.2622], [2.5806, 6.0672, -0.9510], [1.5225, 7.0539, -0.4156], [0.9131, 7.8208, -1.6261], [-0.1817, 8.7286, -1.0468], [0.0531, 10.2285, -1.3631], [-0.5200, 11.2156, -0.2657], [2.1964, 5.4473, -1.7611], [3.0759, 5.3739, -0.2711], [3.4641, 6.5348, -1.3856], [0.8507, 6.3671, 0.0992], [1.9256, 7.8625, 0.1940], [0.4136, 7.1236, -2.2988], [1.6990, 8.4345, -2.0663], [-1.1566, 8.4172, -1.4219], [-0.2666, 8.6188, 0.0343], [1.1071, 10.5056, -1.3833], [-0.4949, 10.4578, -2.2770], [-0.2943, 12.2300, -0.5946], [-1.5740, 11.0340, -0.0553], [0.1050, 11.1734, 0.6263], [4.4951, 1.1010, -4.0210], [5.0552, -0.2927, -3.5385], [6.5940, -0.3136, -3.3531], [7.2029, 0.5213, -2.1852], [8.6776, 0.3844, -1.9276], [9.2980, 1.4033, -0.9044], [3.4290, 1.1361, -4.2450], [4.7588, 1.3864, -5.0394], [4.8039, 1.8921, -3.3377], [4.7377, -0.3978, -2.5011], [4.7938, -1.1146, -4.2050], [7.0397, 0.0282, -4.2872], [6.8471, -1.3673, -3.2358], [7.0260, 1.5670, -2.4368], [6.6298, 0.5038, -1.2582], [8.9744, -0.6175, -1.6173], [9.1724, 0.5153, -2.8900], [8.9367, 2.4298, -0.8422], [9.0502, 0.9981, 0.0767], [10.3768, 1.4854, -1.0367], [-10.8737, -1.6187, -3.5599], [-10.8887, -1.2498, -2.0700], [-9.5347, -0.9749, -1.4060], [-9.0553, 0.5002, -1.5997], [-7.7662, 0.9632, -0.8108], [-6.4919, 0.3372, -1.3521], [-11.9483, -1.7728, -3.6580], [-10.3694, -2.5524, -3.8091], [-10.4390, -0.7848, -4.1111], [-11.5709, -0.4025, -2.0000], [-11.4523, -2.0610, -1.6093], [-8.8358, -1.7103, -1.8047], [-9.6283, -1.1875, -0.3410], [-8.9556, 0.6618, -2.6730], [-9.9296, 1.1339, -1.4513], [-7.7175, 2.0503, -0.8743], [-7.8958, 0.6753, 0.2325], [-5.6649, 0.3902, -0.6440], [-6.6922, -0.6947, -1.6407], [-6.0205, 0.8971, -2.1598], [1.7225, 7.7802, 4.3622], [3.1349, 7.2585, 4.4826], [3.0500, 5.7761, 4.8025], [4.4637, 5.1338, 4.8780], [4.3175, 3.5948, 4.8176], [3.8269, 3.1153, 3.4619], [1.2247, 7.4984, 3.4343], [1.7428, 8.8689, 4.3117], [1.1973, 7.4825, 5.2697], [3.5941, 7.5650, 3.5428], [3.7398, 7.7415, 5.2501], [2.4604, 5.3289, 4.0022], [2.5531, 5.6819, 5.7681], [5.1425, 5.4264, 4.0769], [5.0298, 5.3833, 5.7755], [5.3653, 3.2953, 4.8393], [3.7135, 3.2791, 5.6683], [4.0951, 2.0588, 3.4665], [2.7702, 3.2922, 3.2616], [4.4068, 3.5464, 2.6457], [-2.7158, 4.2537, 2.8502], [-3.2912, 5.0136, 1.6541], [-4.6837, 5.6352, 1.9507], [-4.6199, 6.7517, 3.0160], [-5.6955, 7.8502, 2.7132], [-7.1203, 7.2103, 2.4607], [-3.4933, 3.5963, 3.2392], [-2.3688, 4.7477, 3.7577], [-1.8324, 3.7132, 2.5101], [-2.6279, 5.8132, 1.3242], [-3.3031, 4.3136, 0.8186], [-5.3531, 4.8987, 2.3952], [-4.9616, 6.0314, 0.9741], [-4.7715, 6.3083, 4.0001], [-3.6899, 7.3187, 2.9754], [-5.8320, 8.5230, 3.5598], [-5.4689, 8.4787, 1.8520], [-7.8503, 7.9775, 2.2027], [-6.9829, 6.5152, 1.6324], [-7.6060, 6.7346, 3.3127]],
  "e_lumo_ev": 0.14,
  "e_homo_ev": -9.06,
  "fmax_ha_per_bohr": 0.079,
  "smiles": "CCOS(C)(=O)=O.CCOS(C)(=O)=O.c1ccccc1.c1ccccc1.CCCCCC.CCCCCC.CCCCCC.CCCCCC.CCCCCC.CCCCCC",
  "gap_ev": 9.206
}

***

# 3
{
  "formula": "C3F9KO9S3",
  "method": "ωB97M-V/def2-TZVPD",
  "species": ["K", "C", "F", "F", "F", "S", "O", "O", "O", "C", "F", "F", "F", "S", "O", "O", "O", "C", "F", "F", "F", "S", "O", "O", "O"],
  "coordinates": [[6.2500, 2.8215, -26.0974], [8.9094, 5.9819, -27.6827], [9.3122, 6.0979, -28.9482], [9.5426, 6.8728, -26.9219], [7.6042, 6.2925, -27.6621], [9.1425, 4.2537, -27.0000], [8.6177, 4.2896, -25.6493], [8.3900, 3.3389, -27.8380], [10.5743, 4.0556, -27.0688], [2.4622, 1.3226, -27.1250], [1.7318, 2.4178, -27.1414], [1.8500, 0.3404, -27.8047], [3.6218, 1.5699, -27.7933], [2.9336, 0.7742, -25.3578], [4.0452, 1.6429, -25.0508], [1.7450, 1.0357, -24.5615], [3.2539, -0.6392, -25.5536], [4.5294, 7.6088, -27.0255], [5.5074, 7.8833, -26.1331], [3.6572, 8.6402, -26.8817], [4.9638, 7.6360, -28.2728], [3.7316, 5.9662, -26.5865], [2.9229, 5.6544, -27.7561], [4.8793, 5.0801, -26.4324], [2.9872, 6.3079, -25.3899]],
  "e_lumo_ev": 4.36,
  "charge": -2,
  "e_homo_ev": -4.08,
  "fmax_ha_per_bohr": 0.033,
  "gap_ev": 8.438
}

***

# 4
{
  "formula": "C4H6O2",
  "method": "ωB97M-V/def2-TZVPD",
  "species": ["C", "C", "C", "O", "C", "O", "H", "H", "H", "H", "H", "H"],
  "coordinates": [[-0.1626, 1.5776, -0.0473], [0.2250, 0.2853, 0.0933], [1.7318, 0.0419, 0.0570], [2.2046, -1.0639, -0.1301], [-0.6199, -0.9335, 0.1374], [-1.9559, -0.5750, -0.0892], [-1.1808, 1.8900, -0.1208], [0.5707, 2.3895, -0.0435], [2.3699, 0.9411, -0.0005], [-0.4453, -1.4656, 1.0724], [-0.2985, -1.6944, -0.6138], [-2.4390, -1.3931, -0.3149]],
  "e_lumo_ev": 0.40,
  "e_homo_ev": -10.03,
  "fmax_ha_per_bohr": 0.041,
  "smiles": "C=C(C=O)CO",
  "gap_ev": 10.429
}